No. 1
Computed, not measured: 2 unconnected molecules or ions with the total composition C3H11NOS2, with ωB97M-V/def2-TZVPD.

```
18
Properties=species:S:1:pos:R:3:nbo_charge:R:1
C 1.02 -1.58 -0.86 -0.42
N 1.40 -0.34 -0.19 -0.63
C 0.25 0.36 0.45 -0.23
C 0.36 1.86 0.24 -0.57
S -0.97 2.84 0.90 0.12
S -0.52 3.15 2.89 -0.13
H 0.57 -2.22 -0.10 0.19
H 0.42 -1.40 -1.75 0.18
H 1.97 -2.05 -1.10 0.20
H 1.89 0.37 -0.70 0.35
H 0.16 0.00 1.45 0.19
H -0.62 0.02 -0.08 0.18
H 1.33 2.19 0.61 0.23
H 0.30 2.03 -0.83 0.23
H -0.79 1.93 3.38 0.12
O -2.21 -2.08 -1.69 -0.94
H -3.02 -2.40 -1.28 0.47
H -1.53 -2.68 -1.37 0.47
```

The gap between HOMO and LUMO comes out at 9.368 eV. The value obtained for the LUMO energy is 0.6164 eV. The value obtained for the electronic energy is -1047.24167 a.u. The calculation puts the HOMO energy at -8.75 eV.

No. 2
Computed, not measured: 2 unconnected molecules or ions with the total composition C3H11NOS2, with ωB97M-V/def2-TZVPD.

```
18
Properties=species:S:1:pos:R:3:nbo_charge:R:1
C -2.37 1.67 0.82 -0.41
N -1.89 0.32 0.61 -0.64
C -0.74 -0.03 1.45 -0.24
C -0.10 -1.38 1.05 -0.54
S 0.30 -1.77 -0.66 0.09
S 1.80 -0.37 -1.16 -0.16
H -1.65 2.28 1.37 0.19
H -3.37 1.67 1.28 0.19
H -2.50 2.15 -0.15 0.18
H -1.50 0.23 -0.33 0.36
H 0.06 0.68 1.18 0.20
H -0.96 -0.10 2.52 0.20
H -0.70 -2.23 1.37 0.23
H 0.88 -1.40 1.57 0.22
H 1.46 -0.20 -2.45 0.14
O 0.60 2.63 -0.07 -0.94
H 1.10 3.35 0.30 0.47
H 0.18 2.99 -0.86 0.47
```

The gap between HOMO and LUMO comes out at 8.588 eV. The value obtained for the LUMO energy is 0.3774 eV. The value obtained for the electronic energy is -1047.23365 a.u. The calculation puts the HOMO energy at -8.21 eV.